One molecule with the formula C3H7NS in a non-equilibrium geometry. Source: the Open Molecules 2025 dataset; level of theory: the ωB97M-V functional and the def2-TZVPD basis.

Summary:
HOMO level: -8.31 eV
Largest force on an atom: 2.4 eV/A
SMILES: CCNC=S
Calculated total energy: -15549.3955 eV

```
! RIJCOSX wB97M-V def2-TZVPD def2/J DEFGRID3
* xyz 0 1
C 1.2274 -0.7154 -0.2297
C 0.5978 0.5742 0.1869
N -0.7631 0.7038 -0.2205
C -1.6678 -0.1343 0.2493
S -3.2704 -0.1231 -0.0949
H 1.2384 -0.8635 -1.2945
H 0.6493 -1.5393 0.1756
H 2.2289 -0.7673 0.1229
H 1.1593 1.4976 -0.1294
H 0.6858 0.7256 1.2555
H -0.9052 1.4066 -0.9449
H -1.1806 -0.7650 0.9237
*
```

---

C29H23F6N5O10PdS5 as an isolated structure. Source: the Open Molecules 2025 dataset; level of theory: the ωB97M-V functional and the def2-TZVPD basis.

Summary:
HOMO level (spin up / spin down): -8.82 / -8.80 eV
Largest force on an atom: 0.6 eV/A
Calculated total energy: -132328.0318 eV

```
! RIJCOSX wB97M-V def2-TZVPD def2/J DEFGRID3
* xyz 0 5
Pd -0.3415 -0.3305 -0.0545
O -1.3442 -3.0461 -3.1710
S -1.5340 -2.1835 -2.0412
O -0.5330 -2.4007 -0.9389
O -1.5033 -0.7564 -2.3340
C -3.0979 -2.6988 -1.3063
C -3.8124 -3.6278 -2.0435
C -4.9943 -4.1716 -1.5513
C -5.4647 -3.8023 -0.3080
C -4.7600 -2.8715 0.4444
C -3.5881 -2.3236 -0.0444
S -2.8299 -1.0766 0.9596
O -1.4931 -1.5692 1.4052
O -3.7146 -0.7352 2.0158
O -2.4845 -0.0242 -0.0369
H -3.4280 -3.9287 -3.0063
H -5.5381 -4.8902 -2.1493
H -6.3811 -4.2250 0.0807
H -5.1209 -2.5476 1.4102
C 0.8862 2.0105 4.1520
N 1.4065 2.2045 2.8028
C 1.7663 3.4245 2.2884
C 2.1400 3.2370 1.0058
N 2.0071 1.8858 0.7455
C 1.5349 1.2587 1.8624
S 1.2369 -0.4023 2.0331
C 2.4314 1.2211 -0.4340
C 3.6353 1.7069 -1.0146
C 4.2233 0.9723 -2.0414
C 3.6280 -0.1852 -2.4396
C 2.2740 -0.6227 -1.9569
N 1.7467 0.2051 -0.8422
H 1.5662 2.4827 4.8573
H 0.8165 0.9465 4.3518
H -0.0988 2.4636 4.1970
H 1.6815 4.3253 2.8692
H 2.4369 3.9421 0.2521
H 4.1149 2.5749 -0.5901
H 5.1684 1.2855 -2.4623
H 4.0659 -0.8349 -3.1844
H 1.3814 -2.4409 -1.6940
F -0.4895 4.5743 0.3362
C -1.2878 3.5481 0.0421
F -2.2580 3.9826 -0.7470
F -0.5453 2.6599 -0.6681
S -2.0007 2.7001 1.5592
O -1.1135 1.5611 1.7107
O -3.3652 2.4662 1.2347
N -1.6674 3.7359 2.6805
S -2.7193 4.3879 3.6840
O -3.9448 4.7913 3.0777
O -1.9902 5.2801 4.5315
C -3.2113 2.9831 4.7840
F -3.8816 2.0656 4.0946
F -3.9802 3.4372 5.7714
F -2.1409 2.3874 5.3359
C 3.9423 -3.1742 2.1179
C 2.6929 -3.6267 1.7196
C 2.1530 -3.2329 0.5062
C 2.8697 -2.3888 -0.3436
C 4.1381 -1.9618 0.0433
C 4.6593 -2.3418 1.2711
N 2.2954 -2.0163 -1.5844
C 1.3971 -0.3953 -3.1985
C 1.2943 -1.3947 -4.1583
C 0.5307 -1.1819 -5.2953
C -0.1102 0.0303 -5.4896
C 0.0163 1.0381 -4.5449
C 0.7715 0.8288 -3.4049
H 4.3577 -3.4757 3.0698
H 2.1190 -4.2783 2.3658
H 1.1685 -3.5729 0.2141
H 4.7292 -1.3371 -0.6113
H 5.6452 -1.9978 1.5570
H 1.7829 -2.3470 -4.0039
H 0.4254 -1.9762 -6.0218
H -0.7182 0.1875 -6.3706
H -0.4906 1.9832 -4.6846
H 0.8409 1.6191 -2.6687
*
```

---

An isolated ion of composition C4H4N3O4 and charge +1 in a non-equilibrium geometry. Source: the Open Molecules 2025 dataset; level of theory: the ωB97M-V functional and the def2-TZVPD basis.

Summary:
HOMO level (spin up / spin down): -15.50 / -15.50 eV
Largest force on an atom: 8.4 eV/A
SMILES: [NH3+]C1=C([N+](=O)[O-])C(=O)NC1=O
Calculated total energy: -16861.1594 eV

```
! RIJCOSX wB97M-V def2-TZVPD def2/J DEFGRID3
* xyz 1 1
N 1.0434 1.4789 -0.6912
C 0.3707 0.5578 0.1455
C -0.4183 -0.6690 -0.4266
N -0.4924 -0.9068 -1.8249
O 0.0563 -0.0333 -2.5094
O -1.0384 -1.8779 -2.2288
C -0.9859 -1.3732 0.7705
O -1.6576 -2.3513 0.7971
N -0.5557 -0.6339 1.8714
C 0.2134 0.4755 1.6355
O 0.6826 1.2351 2.4276
H 0.7498 1.1337 -1.7024
H 2.0696 1.4228 -0.5828
H 0.7720 2.4564 -0.4949
H -0.8095 -0.9149 2.8135
*
```

---

A 8-piece molecular cluster, C29H59NO10 overall in a non-equilibrium geometry. Source: the Open Molecules 2025 dataset; level of theory: the ωB97M-V functional and the def2-TZVPD basis.

Summary:
HOMO level: -8.88 eV
Largest force on an atom: 2.5 eV/A
SMILES: COC[C@@H](CC(=O)N(C)C)OC.CC(C)=O.CC(C)=O.CC(C)=O.CC(C)=O.CC(C)=O.CC(C)=O.CC(C)=O
Calculated total energy: -52993.6028 eV

```
! RIJCOSX wB97M-V def2-TZVPD def2/J DEFGRID3
* xyz 0 1
C -2.9956 3.9796 2.9103
O -1.5857 4.1084 2.9116
C -1.0910 5.1112 2.0492
C -0.7358 4.5913 0.6349
C 0.6517 3.8979 0.5613
C 0.6410 2.4340 0.1097
O 0.3000 2.1423 -1.0538
N 1.1176 1.4747 1.0075
C 1.0494 0.1146 0.4719
C 0.5987 1.6000 2.3819
O -1.7596 3.7695 0.1178
C -2.7775 4.4886 -0.5472
H -3.3182 3.3204 2.0909
H -3.4919 4.9486 2.7749
H -3.3015 3.5139 3.8536
H -0.1686 5.4959 2.5069
H -1.7794 5.9688 1.9851
H -0.6777 5.5012 0.0120
H 1.1879 4.0158 1.5096
H 1.2556 4.4130 -0.1963
H 1.3941 -0.5707 1.2486
H 0.0437 -0.1715 0.1531
H 1.7150 0.0202 -0.3930
H 0.3544 0.6067 2.7727
H -0.2779 2.2430 2.4558
H 1.3742 2.0106 3.0460
H -2.3694 5.1514 -1.3197
H -3.4006 5.0573 0.1536
H -3.4214 3.7561 -1.0482
C 3.6133 -2.8324 2.3917
C 3.1728 -3.0949 0.9727
C 4.2444 -3.3996 -0.0432
O 2.0021 -3.0558 0.6720
H 2.7430 -2.6198 3.0070
H 4.1372 -3.7013 2.7948
H 4.2817 -1.9701 2.4199
H 4.7832 -4.3028 0.2491
H 4.9464 -2.5649 -0.0989
H 3.7997 -3.5583 -1.0232
C 6.1624 -2.7459 -3.5512
C 4.8405 -3.3819 -3.9107
C 4.2816 -3.0615 -5.2721
O 4.2708 -4.1182 -3.1342
H 6.4589 -3.0567 -2.5512
H 6.9295 -3.0530 -4.2635
H 6.0715 -1.6589 -3.5780
H 4.9793 -3.3965 -6.0431
H 4.1260 -1.9870 -5.3688
H 3.3287 -3.5627 -5.4043
C -6.9619 7.4271 0.8567
C -6.1426 6.6388 -0.1356
C -6.7643 5.3777 -0.6842
O -5.0402 6.9991 -0.4749
H -6.4041 8.3058 1.1721
H -7.9004 7.7435 0.3991
H -7.1863 6.8117 1.7294
H -7.6952 5.6139 -1.2017
H -6.9806 4.6827 0.1290
H -6.0767 4.9073 -1.3836
C -0.9276 -2.2943 -4.5779
C 0.4955 -2.2176 -4.0911
C 0.7172 -2.4275 -2.6168
O 1.4165 -1.9894 -4.8464
H -0.9527 -2.1326 -5.6544
H -1.3444 -3.2774 -4.3528
H -1.5264 -1.5350 -4.0827
H 0.3642 -3.4153 -2.3179
H 0.1662 -1.6769 -2.0504
H 1.7769 -2.3480 -2.3879
C -3.6801 -1.9741 -0.2348
C -3.1311 -0.8562 -1.0873
C -3.3247 0.5492 -0.5815
O -2.5596 -1.0834 -2.1300
H -3.4738 -2.9306 -0.7100
H -3.2107 -1.9553 0.7503
H -4.7587 -1.8577 -0.1149
H -2.8483 0.6657 0.3940
H -4.3910 0.7625 -0.4786
H -2.8778 1.2574 -1.2771
C 0.2386 -7.7603 -0.9212
C 1.2316 -7.8057 -2.0592
C 2.2480 -6.6940 -2.1136
O 1.2064 -8.6906 -2.8820
H -0.4367 -8.6100 -0.9932
H 0.7636 -7.7981 0.0346
H -0.3396 -6.8359 -0.9671
H 2.8509 -6.6945 -1.2038
H 1.7497 -5.7284 -2.2070
H 2.9011 -6.8353 -2.9709
C 1.1159 0.3309 6.3877
C 2.1245 0.3185 5.2659
C 3.0985 1.4696 5.2123
O 2.1495 -0.5695 4.4466
H 0.4773 -0.5462 6.3121
H 1.6277 0.3201 7.3513
H 0.5003 1.2300 6.3258
H 3.6890 1.5031 6.1292
H 2.5577 2.4117 5.1072
H 3.7645 1.3430 4.3616
*
```

---

An isolated ion of composition C13H23N4O3S and charge +1 in a non-equilibrium geometry. Source: the Open Molecules 2025 dataset; level of theory: the ωB97M-V functional and the def2-TZVPD basis.

Summary:
HOMO level: -10.88 eV
Largest force on an atom: 17.5 eV/A
SMILES: CN/C(=C/[N+](=O)[O-])NCCSCc1ccc(C[NH+](C)C)o1
Calculated total energy: -36769.4996 eV

```
! RIJCOSX wB97M-V def2-TZVPD def2/J DEFGRID3
* xyz 1 1
C 3.4529 2.5104 -1.9265
N 2.6527 2.4663 -0.7775
C 1.4176 2.0188 -0.5765
C 0.7748 1.8146 -1.7736
N -0.4276 1.0641 -1.5375
O -0.9201 0.6828 -2.8495
O -1.1824 1.1663 -0.3921
N 0.8570 2.2412 0.5363
C 1.4868 2.3983 1.8803
C 1.3387 1.1207 2.5692
S 2.2971 -0.3123 1.4957
C 1.6393 -1.9472 2.2818
C 0.5568 -2.3241 1.2849
C 0.2431 -3.2816 0.2099
C -1.0517 -3.2978 -0.0235
C -1.5588 -2.1989 0.3474
C -3.0786 -1.4272 0.1956
N -3.0768 -0.5413 -0.8801
C -4.3046 -0.0004 -0.8690
C -2.9181 -1.4179 -2.0438
O -0.7598 -1.4138 1.3625
H 4.5855 2.9392 -1.5344
H 3.5871 1.5798 -2.3890
H 3.1107 3.3136 -2.7937
H 3.1165 2.9324 0.1200
H 1.2822 1.8495 -2.5479
H -0.0604 1.9166 0.3284
H 0.9226 2.9755 2.5522
H 2.5285 2.6707 1.7610
H 1.8626 0.8409 3.4791
H 0.4409 0.5302 2.4967
H 2.3566 -2.7346 2.1178
H 1.3226 -1.7285 3.0539
H 0.9298 -4.0210 0.2224
H -1.4906 -3.8165 -0.7286
H -3.7902 -2.2156 0.0344
H -3.1649 -1.0875 1.2565
H -2.1939 0.0547 -0.7766
H -4.3347 0.8222 0.1307
H -4.2162 0.7941 -1.8154
H -5.1044 -0.3982 -0.7259
H -3.8217 -1.9113 -2.1529
H -2.6631 -0.9142 -3.0352
H -2.0959 -2.0641 -2.1447
*
```

---

C56H77GeN5O4P3V as an isolated structure in a non-equilibrium geometry. Source: the Open Molecules 2025 dataset; level of theory: the ωB97M-V functional and the def2-TZVPD basis.

Summary:
HOMO level (spin up / spin down): -6.34 / -6.49 eV
Largest force on an atom: 2.8 eV/A
Calculated total energy: -185033.2193 eV

```
! RIJCOSX wB97M-V def2-TZVPD def2/J DEFGRID3
* xyz 0 3
V -0.5022 0.7962 -0.7859
C 4.6544 1.3762 3.9713
C 4.3562 1.7730 2.5187
C 5.5906 1.3998 1.6959
P 2.7278 1.0998 1.8268
C 2.8152 -0.8038 2.0148
N 1.6468 -1.6603 2.1832
Ge 0.0542 -1.6529 0.9628
N -1.7897 -1.4367 2.0761
C -2.5814 -0.2329 1.9750
P -2.6473 0.4060 0.2518
C -3.5315 2.0343 0.3247
C -2.9060 2.9018 1.4194
C -5.0498 2.0130 0.4688
C -3.7007 -0.7148 -0.7660
C -4.9180 -1.3141 -0.0615
C -2.8778 -1.8454 -1.3764
C -2.4198 -2.5866 2.4588
C -3.7530 -2.7776 2.8656
C -4.2451 -4.0474 3.1294
C -3.4470 -5.1750 3.0153
C -2.1014 -5.0011 2.7071
C -1.6159 -3.7383 2.4768
N -0.2234 -3.4133 2.3602
C 0.3089 -2.9675 3.6214
C -0.1515 -3.4154 4.8363
C 0.4988 -3.0274 6.0010
C 1.6110 -2.2124 5.8949
C 2.0499 -1.7378 4.6664
C 1.3803 -2.0781 3.4793
C 0.5574 -4.4759 1.7732
C 1.0690 -5.5163 2.5110
C 1.6690 -6.5906 1.8661
C 1.6993 -6.5960 0.4826
C 1.2070 -5.5299 -0.2603
C 0.6699 -4.3980 0.3766
N 0.2562 -3.1996 -0.1973
C 0.1249 -3.1183 -1.6337
P 0.6354 -1.5197 -2.4043
C 2.4851 -1.6403 -2.3619
C 3.0798 -0.4372 -3.0964
C 3.1380 -2.9303 -2.8517
C 0.2539 -1.8514 -4.2118
C 0.1490 -3.3137 -4.6613
C -1.0048 -1.1099 -4.6583
C 1.6402 1.4108 3.3935
C 1.7326 2.8531 3.9458
C 0.1544 1.0917 3.2345
H 5.6037 1.8250 4.2700
H 4.7769 0.2971 4.0645
H 3.9099 1.6922 4.6863
H 4.2589 2.8629 2.4742
H 5.6556 0.3250 1.5289
H 6.4834 1.7016 2.2461
H 5.6191 1.8933 0.7295
H 3.4849 -0.9680 2.8577
H 3.3701 -1.1190 1.1288
H -2.1543 0.5681 2.5833
H -3.6153 -0.3547 2.3107
H -3.2961 2.4985 -0.6417
H -3.2395 2.5848 2.4071
H -3.1999 3.9438 1.2826
H -1.8148 2.8603 1.4095
H -5.3590 1.5787 1.4204
H -5.5366 1.4654 -0.3353
H -5.4251 3.0380 0.4407
H -4.0275 -0.0538 -1.5802
H -4.6096 -2.0816 0.6414
H -5.5541 -1.7944 -0.8074
H -5.5275 -0.5889 0.4710
H -2.5190 -2.5280 -0.6036
H -2.0177 -1.4668 -1.9356
H -3.4991 -2.4171 -2.0678
H -4.4175 -1.9352 2.9829
H -5.2813 -4.1504 3.4251
H -3.8416 -6.1617 3.2003
H -1.4333 -5.8526 2.6691
H -1.0093 -4.0738 4.8743
H 0.1504 -3.3744 6.9617
H 2.1508 -1.9204 6.7859
H 2.9104 -1.0946 4.6535
H 0.9902 -5.4907 3.5903
H 2.0751 -7.4125 2.4357
H 2.1178 -7.4450 -0.0426
H 1.2601 -5.5969 -1.3329
H -0.9073 -3.3151 -1.9559
H 0.7278 -3.8734 -2.1209
H 2.7196 -1.5477 -1.2998
H 3.0659 -0.5990 -4.1757
H 4.1193 -0.2881 -2.8057
H 2.5409 0.4906 -2.8918
H 2.9438 -3.1075 -3.9078
H 2.8267 -3.8042 -2.2830
H 4.2216 -2.8475 -2.7386
H 1.1013 -1.3947 -4.7360
H -0.7428 -3.7868 -4.2537
H 1.0040 -3.9240 -4.3883
H 0.0581 -3.3463 -5.7485
H -1.8992 -1.5205 -4.1877
H -1.1316 -1.2015 -5.7376
H -0.9596 -0.0473 -4.4067
H 2.0130 0.7183 4.1433
H 0.7970 3.3866 3.7751
H 2.5238 3.4644 3.5183
H 1.8897 2.8539 5.0255
H -0.2915 1.6321 2.3976
H -0.3798 1.3961 4.1399
H -0.0564 0.0340 3.0915
N 1.0825 3.6245 0.9446
C 1.6873 2.3467 0.6783
O 0.6660 1.4812 0.2528
C 2.8034 2.3770 -0.3426
C 3.3024 0.9866 -0.0377
H 0.3483 3.5237 1.6395
H 1.7717 4.2602 1.3329
H 3.5134 3.1621 -0.0626
H 2.4587 2.5559 -1.3669
H 4.3009 0.7094 -0.3575
H 2.5966 0.2850 -0.4785
O 0.1273 2.7577 -1.9817
C -0.8448 3.1713 -2.9454
C -1.7649 1.9498 -3.1598
O -2.6426 1.9309 -3.9914
O -1.5063 0.9801 -2.3255
C -0.1046 3.5693 -4.2148
C -0.0457 2.7600 -5.3413
C 0.7396 3.1286 -6.4261
C 1.4740 4.3015 -6.3938
C 1.4174 5.1164 -5.2708
C 0.6329 4.7508 -4.1925
C -1.7136 4.3129 -2.4228
C -2.6224 4.8971 -3.3030
C -3.4469 5.9211 -2.8822
C -3.3747 6.3912 -1.5754
C -2.4748 5.8182 -0.6975
C -1.6527 4.7761 -1.1150
H 0.3304 3.4670 -1.3552
H -0.6266 1.8520 -5.3931
H 0.7727 2.4921 -7.2989
H 2.0850 4.5846 -7.2398
H 1.9836 6.0372 -5.2382
H 0.5851 5.3946 -3.3226
H -2.6803 4.5341 -4.3201
H -4.1484 6.3599 -3.5768
H -4.0143 7.1982 -1.2508
H -2.4066 6.1747 0.3220
H -0.9814 4.3435 -0.3856
*
```